No. 1
99
Properties=species:S:1:pos:R:3:forces:R:3 method="wB97M-V/def2-TZVPD" homo_lumo_gap_ev=8.5 lumo_energy_ev=-1.70 total_energy_ev=-173925.0680 homo_ev=-10.19 total_charge=+1
Zn -0.23367 0.54180 0.95074 0.09 0.08 0.73
C -2.76245 -0.77439 4.04732 -0.17 -0.76 -0.20
C -1.35508 -0.64742 3.51889 1.25 0.10 -0.02
O -1.25386 0.25128 2.47997 -0.43 0.38 -0.16
H -3.17427 0.15053 4.44366 0.12 0.13 -0.10
H -2.79596 -1.54000 4.82887 -0.03 0.09 0.08
H -3.39229 -1.13564 3.22757 -0.17 0.18 0.08
H -0.95232 -1.64017 3.22548 -0.38 -0.08 0.06
H -0.67032 -0.37738 4.35100 -0.23 0.18 0.03
O 3.43871 1.89477 3.19915 0.02 0.40 0.14
S 2.75466 0.69550 2.86031 0.17 -0.92 0.13
O 1.64793 0.78916 1.95529 0.06 0.26 -0.28
O 3.75850 -0.37957 2.29933 0.18 -0.01 -0.10
C 4.07887 -0.30896 0.87988 0.29 0.54 -0.24
C 4.90558 0.92006 0.55120 -0.28 0.41 0.33
C 2.29451 -0.19118 4.28906 0.47 -0.21 0.74
H 3.13243 -0.33746 0.34710 0.08 -0.20 -0.18
H 4.70116 -1.17714 0.68024 -0.35 -0.30 0.15
H 5.73117 0.98110 1.26097 0.20 -0.05 -0.24
H 4.34644 1.85135 0.66227 -0.16 -0.12 -0.01
H 5.25210 0.89203 -0.47995 0.14 -0.20 0.03
H 1.64817 0.43656 4.89719 -0.17 -0.06 -0.13
H 3.21171 -0.39165 4.84594 0.05 0.27 -0.02
H 1.88066 -1.16782 4.05434 -0.38 0.25 -0.33
O -2.10552 2.07153 -0.65301 0.59 -0.38 0.41
S -3.05429 2.60121 -1.55800 -1.15 0.52 -0.53
O -2.69013 2.95613 -2.89524 0.23 -0.18 -0.09
O -4.20637 1.49927 -1.61778 0.05 -0.29 0.33
C -5.02271 1.39254 -2.77437 -1.02 0.53 -1.75
C -6.04084 2.50631 -2.93496 -0.34 1.11 0.68
C -3.86939 4.00086 -0.82513 0.45 0.34 -0.20
H -5.60218 0.47042 -2.75877 0.46 -0.28 0.62
H -4.43353 1.37467 -3.69329 0.39 -0.17 0.30
H -6.80095 2.30030 -3.68743 0.14 -0.38 -0.04
H -5.62939 3.48236 -3.20959 0.39 -0.24 -0.11
H -6.57299 2.71129 -1.99922 -0.07 -0.34 -0.02
H -3.41050 4.16569 0.14503 -0.16 -0.02 0.07
H -4.94730 3.90452 -0.78587 0.00 -0.32 0.11
H -3.62874 4.82919 -1.48932 0.06 0.07 0.12
O -1.40997 -0.62391 -0.27348 -0.20 -0.28 -0.02
S -2.15976 -1.23241 -1.32022 -0.07 -0.57 0.51
O -2.21011 -0.63050 -2.60353 -0.12 0.26 -0.63
O -1.54002 -2.67999 -1.43584 -0.03 -0.01 -0.04
C -1.78858 -3.43077 -2.64499 -0.31 -0.21 -0.82
C -1.41138 -4.87059 -2.41013 0.25 0.01 -0.05
C -3.76888 -1.55881 -0.68078 0.18 -0.11 -0.07
H -1.24546 -2.98553 -3.47957 0.33 0.05 0.24
H -2.83391 -3.35690 -2.96180 -0.11 0.05 0.43
H -1.59122 -5.44232 -3.32072 -0.11 0.03 0.00
H -2.00199 -5.30932 -1.60680 0.03 0.00 0.02
H -0.34840 -4.97219 -2.18599 -0.04 0.06 0.16
H -4.37856 -1.98038 -1.47652 -0.13 0.17 0.00
H -4.14040 -0.61455 -0.29046 -0.14 0.01 -0.15
H -3.66362 -2.28336 0.12331 0.06 0.06 0.06
O -0.81894 4.73262 -0.06777 -0.53 0.22 -0.16
S 0.21834 3.98381 0.55191 0.94 0.26 0.19
O -0.04133 2.69128 1.10112 -0.14 -0.24 0.06
O 1.42203 3.80357 -0.46422 -0.52 -0.04 -0.06
C 1.51603 4.70225 -1.59604 0.38 0.69 -0.36
C 2.91809 5.26010 -1.66578 0.36 -0.22 -0.56
C 0.98975 4.94024 1.82566 -0.12 -0.96 -0.13
H 0.81058 5.52885 -1.52843 -0.19 -0.18 0.31
H 1.24989 4.16236 -2.50360 0.10 -0.23 0.12
H 3.15609 5.92767 -0.83998 -0.05 -0.10 0.11
H 3.03900 5.82349 -2.59456 -0.20 0.13 0.07
H 3.66662 4.46945 -1.73906 -0.06 -0.07 0.29
H 0.38556 4.78060 2.71650 -0.17 0.50 -0.02
H 1.07148 5.95720 1.46029 0.03 0.13 0.29
H 1.94425 4.45066 2.01571 0.14 0.22 -0.09
O 0.88405 -1.66976 0.91988 0.03 0.27 -0.30
S 0.93287 -3.06198 1.20888 -0.03 -0.59 0.99
O 1.65673 -3.97219 0.38499 0.10 -0.04 -0.57
O 1.55405 -3.13905 2.66647 0.01 0.27 -0.08
C 2.14364 -4.38880 3.09224 0.05 -0.57 0.09
C 2.23891 -4.36818 4.60174 0.50 -0.13 -0.18
C -0.70087 -3.70374 1.49901 -0.08 0.34 0.05
H 3.10661 -4.49816 2.59712 0.07 0.10 0.10
H 1.54416 -5.24376 2.76689 -0.25 0.23 -0.08
H 3.09621 -3.77628 4.92278 -0.23 0.27 0.09
H 2.43743 -5.37757 4.96360 -0.14 -0.04 -0.03
H 1.31137 -4.00747 5.04088 0.04 0.04 0.08
H -1.40342 -2.88949 1.33974 -0.01 -0.03 -0.16
H -0.76450 -3.98088 2.54802 0.04 -0.20 -0.05
H -0.87426 -4.54358 0.83563 -0.03 0.00 -0.03
O 0.82881 0.76203 -0.84086 0.04 0.37 0.42
S 1.50462 0.44496 -2.05720 -0.36 -0.32 -0.77
O 2.89442 0.70459 -2.18982 0.43 0.24 0.11
O 1.21695 -1.07468 -2.28240 -0.12 -0.41 0.18
C 2.05012 -1.77179 -3.23726 0.96 -0.46 -0.01
C 3.16431 -2.53689 -2.54837 0.07 -0.14 0.50
C 0.60071 1.15439 -3.37698 -0.74 0.50 0.35
H 2.45237 -1.06199 -3.95913 -0.15 -0.03 -0.11
H 1.42770 -2.52120 -3.72104 -0.34 0.36 -0.15
H 2.71168 -3.29524 -1.90803 0.11 -0.12 -0.05
H 3.82197 -1.95028 -1.90542 -0.23 0.38 -0.15
H 3.81852 -3.01411 -3.27887 -0.22 -0.09 -0.13
H 0.57610 2.23198 -3.21984 0.29 0.01 -0.18
H -0.43402 0.82965 -3.25612 0.06 -0.19 -0.06
H 0.99003 0.87518 -4.34968 0.21 0.01 0.04


No. 2
101
Properties=species:S:1:pos:R:3:forces:R:3 method="wB97M-V/def2-TZVPD" homo_lumo_gap_ev=7.2 lumo_energy_ev=-2.37 total_energy_ev=-202299.0566 homo_ev=-9.55 total_charge=+1
C -4.14291 3.06061 0.24769 0.86 -0.12 -0.02
C -4.60369 1.61858 0.09392 0.26 0.97 -0.68
C -4.51036 1.06908 -1.34443 0.39 -0.12 1.52
O -4.89970 -0.30664 -1.27136 -0.32 0.17 -0.71
C -6.30721 -0.47683 -1.53283 0.81 -0.38 -0.43
N -3.83821 0.74944 1.01281 0.30 -1.46 0.48
H -4.15653 -0.22131 0.91149 -0.05 0.13 -0.07
H -2.82128 0.67808 0.83377 -0.04 0.50 -0.23
H -3.93280 0.94815 2.02810 -0.35 0.44 -0.06
H -4.42668 3.65467 -0.61993 -0.55 0.18 0.31
H -3.05317 3.16666 0.27256 0.06 -0.46 -0.08
H -4.44482 3.44042 1.22102 -0.40 0.34 -0.25
H -5.65905 1.57880 0.35413 0.00 -0.26 0.42
H -3.48087 1.10367 -1.70335 0.01 0.06 -0.05
H -5.15652 1.68325 -1.97164 -0.07 -0.19 -0.20
H -6.91007 0.03208 -0.78564 -0.17 -0.03 -0.05
H -6.47655 -1.55036 -1.55534 -0.23 0.09 0.46
H -6.50151 -0.12780 -2.54998 -0.30 0.32 0.15
C 4.96629 -0.68306 -4.63275 0.28 -0.10 0.06
C 4.10491 0.04185 -3.61627 0.28 1.17 -0.88
C 3.34169 -0.85078 -2.66545 0.46 -0.35 0.37
O 4.17873 -1.82914 -2.13220 1.62 -0.68 -0.86
C 3.57256 -2.78097 -1.30118 -1.19 1.09 2.10
N 4.98653 1.04943 -2.86858 -0.45 -0.54 1.13
H 5.09530 0.67859 -1.90575 1.26 -0.32 1.02
H 5.88401 1.21890 -3.31608 0.06 -0.17 0.22
H 4.54740 1.94814 -2.65942 -0.12 -0.08 -0.51
H 5.70620 -1.28823 -4.10800 -0.08 -0.10 0.01
H 5.51071 -0.01614 -5.30379 -0.16 0.20 0.06
H 4.37505 -1.34575 -5.26118 -0.13 -0.03 0.12
H 3.40643 0.74821 -4.06864 -0.37 -0.63 -0.43
H 2.59881 -1.40848 -3.24907 -0.63 0.75 0.14
H 2.97965 -0.19488 -1.86563 -0.66 -0.38 -0.10
H 2.58432 -3.13074 -1.61953 0.15 0.01 -0.52
H 3.40450 -2.25457 -0.34719 -0.31 -0.18 -0.07
H 4.16735 -3.63105 -0.97652 0.63 0.08 -0.95
C -5.26636 -2.75102 -3.67635 0.48 0.10 0.07
C -3.99945 -2.00239 -4.16431 -1.18 -0.66 0.71
C -4.41272 -0.64604 -4.73060 1.89 -0.38 -0.60
O -3.51748 -0.32269 -5.77660 0.54 0.14 0.23
C -3.91349 0.85290 -6.44978 -1.00 0.56 -0.03
N -3.01736 -1.87050 -3.04108 0.80 1.08 0.40
H -2.19904 -1.32732 -3.34881 0.06 -0.30 -0.04
H -3.32421 -1.31513 -2.22375 -0.66 -0.20 -0.18
H -2.66048 -2.74247 -2.64022 -0.14 -0.08 -0.33
H -5.17292 -3.05869 -2.63424 0.17 -0.48 -0.15
H -5.40991 -3.58758 -4.35404 -0.28 -0.23 0.32
H -6.16178 -2.13388 -3.68041 0.11 0.09 -0.32
H -3.46462 -2.63052 -4.87108 -0.14 0.30 -0.43
H -4.24727 0.09555 -3.94381 -0.86 0.23 0.15
H -5.41720 -0.72205 -5.13937 -0.29 0.26 0.30
H -3.14191 1.25098 -7.10358 0.11 -0.62 -0.16
H -4.16013 1.70073 -5.78935 0.13 -0.36 0.34
H -4.84591 0.62017 -6.98551 0.30 0.26 -0.30
C 1.59914 3.16593 4.22823 -0.33 0.16 0.18
C 2.33283 1.84174 4.42589 -0.93 1.15 -1.31
C 1.37226 0.78262 4.85492 0.02 -1.82 1.85
O 1.21562 0.94658 6.23586 0.11 1.61 0.21
C 0.05721 0.40940 6.84007 0.20 -0.78 -0.31
N 2.86391 1.41921 3.06457 1.21 -0.75 -0.15
H 2.38765 0.58962 2.69850 0.02 -0.08 0.13
H 2.75871 2.12358 2.33736 0.19 0.26 0.11
H 3.87120 1.15681 3.13611 -0.65 0.19 -0.42
H 0.97166 3.38976 5.09164 0.36 -0.01 0.25
H 0.85139 3.10149 3.43087 0.24 -0.22 -0.21
H 2.26546 4.00390 4.02727 0.04 -0.01 0.07
H 3.19189 1.93871 5.07851 -0.06 -0.17 0.22
H 1.83504 -0.21266 4.79466 0.10 -0.17 -0.86
H 0.40744 0.75251 4.33668 0.09 0.40 -0.27
H 0.26437 -0.66112 6.95932 -0.50 -0.03 0.26
H -0.83855 0.56269 6.24021 0.00 0.03 -0.02
H -0.06842 0.89049 7.80452 0.06 -0.03 0.03
As -0.53213 -0.82295 -0.72271 0.81 1.59 1.51
F -2.04011 -1.60008 -0.23971 -0.01 0.02 -0.71
F -0.18753 -2.05624 -1.88235 -0.09 -0.13 0.29
F 0.95152 0.04520 -1.11168 -1.02 -0.63 0.03
F -0.97270 0.52323 0.34171 -0.26 -0.03 -0.23
F 0.20277 -1.53213 0.65384 0.32 -0.50 -0.54
F -1.39664 0.04611 -1.97621 -0.15 -0.08 -0.35
As -3.19857 1.93180 4.53091 -0.65 0.28 2.08
F -2.16936 0.82627 3.63591 0.05 0.36 -0.25
F -1.84742 2.62959 5.38071 0.03 -0.16 -0.69
F -4.28070 2.97950 5.40277 0.27 -0.43 -0.46
F -4.58133 1.20932 3.67599 0.21 -0.04 -0.26
F -3.33245 0.73348 5.78282 -0.04 0.12 -0.47
F -3.11323 3.10837 3.26223 0.34 -0.15 -0.36
C 6.05896 -0.26213 0.92261 0.87 0.53 -1.39
O 4.97246 -1.04950 1.37107 -0.93 0.10 0.90
O 5.68792 0.59923 -0.00938 -0.55 0.53 0.03
C 6.95265 0.33840 2.08793 1.04 0.22 -1.18
F 7.21165 -0.66092 2.95952 0.06 0.58 0.39
F 8.14652 0.66861 1.48080 -0.64 -0.41 0.54
F 6.65614 1.46857 2.78176 -0.88 -0.74 -0.03
C 5.18116 -2.40154 1.75169 0.15 -0.06 1.02
C 3.84649 -3.00823 2.15802 -0.84 0.77 -0.06
H 3.63880 -3.95179 1.65821 -0.09 -0.07 0.22
H 3.69865 -3.06942 3.23731 0.50 -0.53 0.04
H 3.05491 -2.29129 1.91943 -0.06 -0.17 -0.59
H 5.78812 -2.46450 2.65934 0.46 0.10 -0.38
H 5.66597 -2.97590 0.95923 0.05 0.15 -0.14
H 6.84235 -0.94429 0.55218 0.02 -0.61 -0.09